Arrangement i

Here is a cluster of 14 separate species, C42H112O14 in total from OMol25. Energies are from ωB97M-V/def2-TZVPD.

CARTESIAN COORDINATES (ANGSTROEM)
C: -2.748 3.196 -3.200
C: -3.334 3.967 -2.029
C: -4.832 4.208 -2.145
O: -3.102 3.210 -0.844
H: -3.197 2.206 -3.297
H: -1.662 3.286 -3.229
H: -3.001 3.602 -4.190
H: -2.868 4.959 -1.988
H: -5.315 3.225 -2.186
H: -5.082 4.792 -3.034
H: -5.343 4.693 -1.311
H: -3.316 3.794 -0.101
C: -1.756 -4.947 -1.651
C: -1.736 -4.059 -0.395
C: -1.935 -4.853 0.883
O: -0.512 -3.321 -0.342
H: -2.779 -5.181 -1.943
H: -1.168 -5.863 -1.616
H: -1.316 -4.318 -2.432
H: -2.540 -3.324 -0.512
H: -2.044 -4.173 1.728
H: -1.068 -5.488 1.064
H: -2.817 -5.486 0.777
H: -0.545 -2.757 0.450
C: 4.025 -3.947 -2.238
C: 2.993 -3.356 -1.289
C: 2.415 -2.046 -1.853
O: 1.904 -4.276 -1.188
H: 4.941 -3.352 -2.215
H: 3.581 -3.921 -3.235
H: 4.230 -4.986 -1.974
H: 3.493 -3.300 -0.278
H: 1.453 -2.220 -2.326
H: 3.077 -1.609 -2.607
H: 2.362 -1.241 -1.108
H: 1.151 -3.723 -0.921
C: 7.761 -0.890 -0.847
C: 6.418 -1.568 -0.942
C: 5.280 -0.663 -0.505
O: 6.132 -1.792 -2.373
H: 8.485 -1.438 -1.455
H: 8.220 -0.875 0.146
H: 7.708 0.149 -1.173
H: 6.440 -2.600 -0.583
H: 5.331 0.309 -0.996
H: 5.495 -0.443 0.548
H: 4.292 -1.094 -0.620
H: 6.688 -2.537 -2.626
C: 1.551 -0.525 0.301
C: 0.412 0.166 1.043
C: -0.498 0.955 0.118
O: -0.420 -0.900 1.541
H: 1.155 -1.280 -0.363
H: 2.246 -0.929 1.040
H: 2.110 0.230 -0.260
H: 0.818 0.822 1.821
H: 0.084 1.779 -0.323
H: -1.278 1.475 0.672
H: -0.856 0.364 -0.724
H: -1.334 -0.565 1.575
C: 1.391 -1.830 4.262
C: 0.121 -2.076 5.087
C: -0.868 -2.890 4.221
O: 0.486 -2.737 6.281
H: 1.863 -2.762 3.942
H: 2.139 -1.266 4.825
H: 1.245 -1.274 3.334
H: -0.373 -1.136 5.337
H: -1.324 -2.325 3.411
H: -1.659 -3.265 4.877
H: -0.319 -3.736 3.798
H: 0.743 -3.628 6.010
C: 3.279 4.630 -4.006
C: 3.409 3.288 -3.306
C: 2.165 2.727 -2.641
O: 3.828 2.297 -4.271
H: 3.174 5.397 -3.240
H: 2.521 4.646 -4.792
H: 4.193 4.842 -4.565
H: 4.249 3.453 -2.621
H: 2.226 1.664 -2.409
H: 1.328 2.816 -3.343
H: 1.872 3.286 -1.748
H: 4.327 1.631 -3.791
C: -5.326 0.209 2.357
C: -4.178 -0.805 2.476
C: -4.639 -2.201 2.047
O: -3.229 -0.354 1.504
H: -6.111 0.133 3.110
H: -5.835 0.117 1.387
H: -4.975 1.230 2.180
H: -3.691 -0.824 3.448
H: -3.961 -2.955 2.443
H: -4.636 -2.248 0.959
H: -5.663 -2.436 2.347
H: -3.533 -0.215 0.597
C: -0.923 -1.082 -3.081
C: -1.038 -1.566 -4.512
C: -1.431 -0.458 -5.509
O: 0.297 -1.933 -4.986
H: -1.752 -0.408 -2.832
H: -0.093 -0.413 -2.851
H: -0.886 -1.971 -2.449
H: -1.563 -2.490 -4.736
H: -1.379 -0.718 -6.563
H: -0.752 0.366 -5.277
H: -2.454 -0.090 -5.364
H: 0.864 -1.155 -5.013
C: 2.336 -6.100 1.166
C: 3.441 -5.243 1.775
C: 3.286 -3.725 1.673
O: 3.687 -5.641 3.133
H: 1.947 -5.798 0.209
H: 1.421 -6.108 1.771
H: 2.695 -7.132 1.129
H: 4.315 -5.625 1.223
H: 2.372 -3.436 2.199
H: 3.147 -3.368 0.602
H: 4.109 -3.173 2.127
H: 4.170 -6.469 3.086
C: -4.340 -2.180 -3.224
C: -4.602 -0.997 -2.319
C: -6.009 -1.040 -1.710
O: -3.693 -1.029 -1.212
H: -5.199 -2.341 -3.878
H: -4.183 -3.092 -2.648
H: -3.486 -1.970 -3.864
H: -4.475 -0.033 -2.820
H: -6.780 -1.179 -2.470
H: -6.244 -0.147 -1.132
H: -6.100 -1.900 -1.043
H: -2.850 -1.413 -1.479
C: 3.002 3.063 1.442
C: 2.829 4.372 0.668
C: 2.937 5.596 1.584
O: 3.906 4.528 -0.261
H: 3.428 3.168 2.441
H: 3.644 2.393 0.868
H: 2.059 2.532 1.599
H: 1.893 4.453 0.122
H: 2.115 5.644 2.303
H: 2.962 6.522 1.011
H: 3.850 5.582 2.184
H: 4.760 4.549 0.178
C: -0.590 5.123 1.348
C: -1.772 6.056 1.172
C: -1.731 6.860 -0.110
O: -2.985 5.253 1.197
H: 0.289 5.733 1.124
H: -0.559 4.131 0.898
H: -0.393 4.850 2.393
H: -1.869 6.765 1.998
H: -0.965 7.635 -0.056
H: -2.686 7.374 -0.227
H: -1.527 6.240 -0.983
H: -3.285 5.252 2.111
C: -1.804 2.372 3.253
C: -2.550 2.413 4.592
C: -2.318 1.111 5.357
O: -2.074 3.503 5.362
H: -2.172 1.515 2.683
H: -0.738 2.258 3.474
H: -1.941 3.253 2.632
H: -3.626 2.465 4.412
H: -1.299 1.113 5.753
H: -2.461 0.216 4.747
H: -3.059 0.961 6.144
H: -1.215 3.262 5.721

gap between HOMO and LUMO: 9.33 eV
E_HOMO: -8.9043 eV
spin multiplicity: 1
charge: 0

=====

Arrangement ii

Here is a cluster of 14 separate species, C42H112O14 in total from OMol25. Energies are from ωB97M-V/def2-TZVPD.

CARTESIAN COORDINATES (ANGSTROEM)
C: -1.041 -1.110 -3.073
C: -1.827 -0.756 -4.340
C: -3.254 -1.242 -4.299
O: -1.792 0.682 -4.482
H: -1.420 -0.750 -2.118
H: 0.010 -0.823 -3.186
H: -1.002 -2.201 -2.959
H: -1.291 -1.226 -5.170
H: -3.778 -0.662 -5.066
H: -3.751 -0.902 -3.386
H: -3.281 -2.324 -4.377
H: -0.844 0.871 -4.491
C: 1.050 -1.282 -0.315
C: 0.825 -0.041 0.547
C: -0.110 0.933 -0.144
O: 0.247 -0.471 1.785
H: 0.122 -1.712 -0.686
H: 1.472 -2.025 0.371
H: 1.822 -1.078 -1.057
H: 1.768 0.463 0.753
H: -1.102 0.520 -0.316
H: 0.281 1.274 -1.105
H: -0.238 1.760 0.566
H: -0.527 -1.059 1.632
C: 3.375 -4.287 -1.914
C: 2.272 -3.723 -2.771
C: 2.793 -2.740 -3.812
O: 1.588 -4.811 -3.378
H: 4.121 -4.831 -2.499
H: 3.017 -4.974 -1.146
H: 3.922 -3.503 -1.383
H: 1.591 -3.184 -2.098
H: 2.024 -2.232 -4.399
H: 3.417 -3.238 -4.561
H: 3.416 -1.953 -3.383
H: 0.718 -4.519 -3.671
C: -0.309 6.487 1.898
C: -1.119 5.350 1.269
C: -2.386 5.001 2.027
O: -1.411 5.728 -0.083
H: 0.547 6.721 1.267
H: 0.087 6.200 2.877
H: -0.921 7.380 2.044
H: -0.475 4.465 1.253
H: -3.007 5.898 2.085
H: -2.186 4.634 3.033
H: -2.859 4.176 1.490
H: -2.201 6.282 -0.038
C: 0.232 -6.666 -0.709
C: 0.733 -6.249 0.670
C: 0.074 -4.951 1.119
O: 0.388 -7.293 1.586
H: -0.851 -6.765 -0.762
H: 0.700 -7.609 -1.007
H: 0.549 -6.009 -1.528
H: 1.819 -6.191 0.661
H: 0.470 -4.658 2.094
H: -0.995 -5.079 1.290
H: 0.301 -4.163 0.400
H: -0.562 -7.312 1.728
C: 2.698 0.970 -3.189
C: 2.125 1.586 -4.475
C: 1.960 0.576 -5.583
O: 0.824 2.057 -4.045
H: 3.784 0.868 -3.246
H: 2.236 -0.014 -3.096
H: 2.460 1.516 -2.278
H: 2.707 2.467 -4.759
H: 1.188 -0.151 -5.328
H: 2.884 0.004 -5.718
H: 1.767 1.041 -6.550
H: 0.559 2.822 -4.570
C: -0.925 2.907 5.010
C: -0.223 2.132 3.927
C: 1.291 2.146 4.059
O: -0.647 0.773 4.030
H: -2.009 2.877 4.863
H: -0.621 3.957 5.049
H: -0.787 2.538 6.028
H: -0.461 2.521 2.926
H: 1.692 3.160 3.961
H: 1.749 1.529 3.285
H: 1.636 1.745 5.014
H: -0.229 0.287 3.280
C: 2.988 3.006 1.037
C: 3.810 4.285 1.022
C: 3.425 5.260 2.123
O: 5.214 4.012 1.159
H: 1.938 3.257 0.865
H: 3.133 2.425 1.941
H: 3.278 2.405 0.167
H: 3.691 4.814 0.068
H: 4.016 6.172 2.064
H: 3.576 4.812 3.110
H: 2.365 5.514 2.090
H: 5.432 3.459 0.400
C: -2.438 -3.926 -1.177
C: -3.189 -5.006 -1.928
C: -4.659 -5.078 -1.512
O: -3.110 -4.746 -3.341
H: -1.361 -4.004 -1.330
H: -2.555 -3.971 -0.092
H: -2.831 -2.966 -1.517
H: -2.699 -5.980 -1.821
H: -5.186 -5.781 -2.163
H: -5.124 -4.094 -1.513
H: -4.736 -5.538 -0.522
H: -3.993 -4.729 -3.715
C: -2.403 -3.766 5.283
C: -1.515 -2.539 5.277
C: -0.202 -2.725 4.549
O: -2.277 -1.429 4.794
H: -3.303 -3.648 5.891
H: -1.876 -4.617 5.714
H: -2.774 -3.976 4.276
H: -1.312 -2.246 6.322
H: 0.394 -3.539 4.975
H: 0.481 -1.876 4.495
H: -0.385 -3.042 3.517
H: -1.719 -0.641 4.639
C: 1.256 4.567 -1.782
C: 1.356 5.930 -2.446
C: 1.882 5.879 -3.871
O: 0.099 6.578 -2.436
H: 2.169 3.978 -1.906
H: 0.357 4.009 -2.045
H: 1.242 4.718 -0.697
H: 2.077 6.483 -1.825
H: 2.853 5.387 -3.832
H: 1.915 6.866 -4.326
H: 1.193 5.267 -4.462
H: -0.325 6.445 -1.575
C: -3.306 2.384 -1.238
C: -3.880 2.926 -2.544
C: -2.917 3.898 -3.242
O: -4.152 1.818 -3.395
H: -3.960 1.636 -0.788
H: -3.192 3.143 -0.454
H: -2.318 1.967 -1.440
H: -4.776 3.495 -2.284
H: -2.663 4.655 -2.489
H: -3.432 4.291 -4.112
H: -1.942 3.444 -3.434
H: -3.283 1.486 -3.691
C: -4.533 -1.957 1.557
C: -3.231 -1.215 1.330
C: -3.309 0.233 1.825
O: -2.134 -1.914 1.929
H: -5.360 -1.519 0.991
H: -4.866 -1.945 2.599
H: -4.468 -3.013 1.285
H: -3.020 -1.155 0.257
H: -4.173 0.681 1.315
H: -2.458 0.806 1.459
H: -3.468 0.391 2.889
H: -2.206 -1.788 2.906
C: 5.047 -2.953 4.446
C: 4.972 -2.162 3.169
C: 3.563 -1.989 2.638
O: 5.523 -0.846 3.338
H: 4.712 -3.982 4.292
H: 4.497 -2.566 5.304
H: 6.096 -3.014 4.759
H: 5.545 -2.682 2.392
H: 3.219 -2.926 2.198
H: 3.554 -1.175 1.911
H: 2.851 -1.695 3.413
H: 6.432 -0.961 3.634

gap between HOMO and LUMO: 9.90 eV
E_HOMO: -9.5027 eV
spin multiplicity: 1
charge: 0

=====

The data favor arrangement ii; the next most stable structure lies 114.8 kcal/mol above it.